The following is a DFT calculation (the ωB97M-V functional and the def2-TZVPD basis) of a cluster of 6 separate species, C36H84F3OSSi in total in a non-equilibrium geometry.

Cartesian coordinates (Å):
C1 -0.714 2.499 4.650
Si1 -0.698 0.702 4.069
C2 -2.458 0.168 3.686
C3 0.066 -0.348 5.410
S1 0.443 0.666 2.164
O1 1.989 1.014 2.438
C4 -0.098 2.115 1.219
C5 -1.472 1.930 0.591
C6 -2.537 2.896 1.072
F1 -2.969 3.613 0.072
F2 -2.102 3.727 2.000
F3 -3.568 2.247 1.569
H1 -1.681 2.899 4.403
H2 0.072 3.092 4.204
H3 -0.574 2.549 5.717
H4 -2.734 -0.699 4.261
H5 -3.096 1.005 3.910
H6 -2.620 -0.098 2.652
H7 -0.142 -1.404 5.320
H8 -0.416 -0.035 6.322
H9 1.136 -0.250 5.493
H10 2.522 0.201 2.392
H11 0.025 2.996 1.832
H12 0.628 2.189 0.429
H13 -1.363 2.082 -0.467
H14 -1.850 0.928 0.693
C7 -1.157 -4.762 3.261
C8 -0.679 -4.954 4.695
C9 0.812 -4.676 4.870
C10 1.741 -5.600 4.082
C11 1.569 -7.089 4.381
C12 1.874 -7.455 5.830
H15 -0.664 -5.450 2.573
H16 -2.231 -4.940 3.189
H17 -0.960 -3.739 2.926
H18 -0.922 -5.962 5.036
H19 -1.238 -4.273 5.345
H20 1.059 -4.733 5.934
H21 1.018 -3.640 4.570
H22 2.776 -5.313 4.292
H23 1.598 -5.436 3.009
H24 2.240 -7.651 3.727
H25 0.555 -7.412 4.127
H26 2.898 -7.182 6.092
H27 1.766 -8.529 5.984
H28 1.200 -6.955 6.527
C13 -3.289 -8.460 4.268
C14 -4.104 -7.627 3.282
C15 -5.035 -6.625 3.962
C16 -6.115 -7.245 4.850
C17 -7.037 -8.238 4.144
C18 -7.847 -7.613 3.011
H29 -3.928 -9.069 4.908
H30 -2.619 -9.137 3.736
H31 -2.678 -7.819 4.908
H32 -4.671 -8.289 2.623
H33 -3.414 -7.075 2.637
H34 -5.506 -6.003 3.194
H35 -4.434 -5.941 4.574
H36 -6.721 -6.438 5.273
H37 -5.645 -7.743 5.703
H38 -7.727 -8.652 4.882
H39 -6.460 -9.083 3.759
H40 -8.466 -6.794 3.383
H41 -8.508 -8.353 2.560
H42 -7.204 -7.223 2.220
C19 0.522 4.543 -2.088
C20 -0.537 5.168 -2.989
C21 -1.449 4.139 -3.654
C22 -0.740 3.159 -4.592
C23 0.038 3.808 -5.734
C24 -0.844 4.609 -6.687
H43 1.199 3.896 -2.649
H44 1.127 5.317 -1.612
H45 0.054 3.947 -1.295
H46 -0.052 5.794 -3.742
H47 -1.156 5.841 -2.389
H48 -2.234 4.666 -4.201
H49 -1.964 3.565 -2.875
H50 -1.489 2.482 -5.013
H51 -0.058 2.527 -4.014
H52 0.539 3.021 -6.301
H53 0.831 4.451 -5.340
H54 -1.614 3.974 -7.130
H55 -0.245 5.025 -7.498
H56 -1.336 5.442 -6.183
C25 2.514 4.650 1.235
C26 3.638 5.332 0.464
C27 4.814 5.745 1.348
C28 4.475 6.769 2.432
C29 3.875 8.077 1.918
C30 4.812 8.854 0.998
H57 2.077 5.314 1.984
H58 1.715 4.350 0.553
H59 2.883 3.752 1.742
H60 3.242 6.198 -0.072
H61 4.007 4.644 -0.302
H62 5.611 6.135 0.712
H63 5.226 4.852 1.830
H64 5.388 6.994 2.991
H65 3.786 6.323 3.156
H66 3.628 8.705 2.779
H67 2.930 7.885 1.401
H68 5.745 9.097 1.510
H69 4.351 9.790 0.683
H70 5.056 8.290 0.096
C31 0.471 1.963 -9.374
C32 1.299 1.085 -8.440
C33 2.771 1.487 -8.377
C34 3.528 1.373 -9.701
C35 3.515 -0.017 -10.334
C36 4.183 -1.083 -9.470
H71 0.817 1.894 -10.406
H72 -0.575 1.653 -9.357
H73 0.517 3.010 -9.066
H74 1.201 0.037 -8.736
H75 0.879 1.154 -7.432
H76 3.272 0.879 -7.617
H77 2.842 2.522 -8.026
H78 4.566 1.677 -9.533
H79 3.120 2.092 -10.418
H80 4.036 0.035 -11.293
H81 2.489 -0.321 -10.562
H82 5.224 -0.821 -9.268
H83 4.174 -2.049 -9.977
H84 3.672 -1.209 -8.515

Computed properties:
* LUMO energy: -3.891 eV
* HOMO-LUMO gap: 8.28 eV
* maximum force: 2.51 eV/Å
* energy relative to the best compared isomer or geometry (same formula, charge and spin): 14.5 kcal per mole
* M: 650.2 g mol⁻¹
* charge: +1
* calculated total energy: -67602.9384 eV